Record 1
{"formula": "C8H6F3NO3", "method": "wB97M-V/def2-TZVPD", "homo_lumo_gap_ev": 8.92, "smiles": "[H]/N=C(/C)CC1=C(C(F)(F)F)C(=O)OC1=O", "total_energy_ha": -888.54153, "lumo_energy_ev": -1.6, "symbols": ["H", "N", "C", "C", "C", "C", "C", "C", "F", "F", "F", "C", "O", "O", "C", "O", "H", "H", "H", "H", "H"], "coordinates": [[-1.514131, -0.968246, -1.963110], [-2.145419, -0.726607, -1.196681], [-1.586908, -0.855895, -0.067162], [-2.362687, -0.536201, 1.184902], [-0.137566, -1.334636, 0.077991], [0.902042, -0.373145, -0.402242], [1.205502, 0.892292, -0.114978], [0.495513, 1.789880, 0.857306], [0.239941, 1.125199, 1.996753], [-0.684526, 2.182584, 0.364825], [1.186371, 2.866529, 1.164716], [2.406046, 1.298044, -0.915967], [2.980240, 2.330009, -0.966081], [2.770247, 0.206869, -1.689358], [1.901920, -0.825738, -1.436894], [1.976512, -1.880846, -1.972023], [-2.030597, -1.145526, 2.029137], [-3.422288, -0.718608, 0.998719], [-2.245274, 0.518175, 1.448469], [-0.019485, -2.247277, -0.515416], [0.084547, -1.596854, 1.117095]], "atomic_forces_ev_per_a": [[-0.0288, 0.0037, 0.0287], [0.0708, -0.0600, 0.1071], [-0.0141, 0.1974, -0.0853], [-0.1097, -0.1626, -0.0720], [0.0569, -0.1019, 0.0545], [0.0311, 0.0047, -0.1080], [0.1411, -0.1836, -0.0266], [-0.1083, -0.2969, -0.1324], [-0.0084, -0.1806, 0.1990], [-0.2220, 0.0955, -0.1742], [0.3675, 0.4083, 0.1064], [-0.3306, 0.0240, -0.0521], [0.0802, 0.0279, 0.0399], [-0.0303, -0.0426, 0.0470], [0.0587, 0.1950, 0.1332], [-0.0549, -0.1064, -0.0433], [-0.0288, 0.0991, -0.0588], [0.1102, 0.0546, 0.0149], [0.0609, -0.1326, 0.0020], [-0.0112, 0.0753, 0.0917], [-0.0301, 0.0817, -0.0716]]}

***

Record 2
{"formula": "C5H12NO2", "method": "wB97M-V/def2-TZVPD", "homo_lumo_gap_ev": 10.98, "total_energy_ha": -402.63159, "de_lowest_kcal_mol": 56.6, "total_charge": 1, "lumo_energy_ev": -3.8, "symbols": ["O", "C", "C", "N", "C", "C", "C", "H", "H", "H", "H", "H", "H", "H", "H", "H", "H", "H", "H", "O"], "coordinates": [[0.013669, -1.576100, 1.678864], [0.654674, -1.716844, 0.612516], [0.677753, -0.503742, -0.335479], [-0.536322, 0.375174, -0.004839], [0.063426, 1.704865, 0.053588], [1.502545, 1.686084, -0.456789], [2.018976, 0.269800, -0.346388], [1.014482, -2.657170, 0.070513], [0.649521, -0.699606, -1.471282], [-1.288946, 0.181575, -0.720116], [-0.915492, 0.056609, 0.976987], [-0.683715, 2.470101, -0.263332], [0.090256, 2.178730, 1.131985], [1.967635, 2.648691, -0.008731], [1.787562, 2.011429, -1.527560], [2.523763, -0.069669, 0.545540], [2.556158, 0.036058, -1.279027], [-3.694017, -1.073143, -0.276046], [-3.601217, -0.507840, -1.710854], [-3.283166, -0.404269, -0.753727]], "atomic_forces_ev_per_a": [[2.4594, -1.1131, -3.0308], [-2.8412, 0.5470, 0.4936], [-0.2131, -1.1928, -2.3097], [0.5593, -1.7570, 1.2971], [-1.0894, 3.9796, 2.0092], [1.1331, 3.7276, -1.5340], [-0.7339, -0.1461, 0.8155], [0.0098, 0.6433, 1.6954], [-0.9656, -0.6738, 1.8676], [0.5235, 0.5706, 1.0125], [0.8665, 0.4497, -2.0915], [0.8143, -0.6192, -1.0384], [0.1496, -2.0092, -1.3943], [-0.0249, -2.2092, 0.2139], [-1.6894, -0.6558, 1.0410], [0.7795, 0.6330, 0.2092], [0.0620, -0.2115, 0.8390], [-1.2816, -1.9640, 1.3439], [0.5212, 0.1855, 2.1543], [0.9610, 1.8156, -3.5935]]}